(1)
ORCA calculation (wB97M-V/def2-TZVPD) on a molecular structure, C24H27N6OPd.

Element x y z (Å)
Pd: -0.1019 0.6473 0.5448
C: -3.6789 -2.0707 3.7903
C: -3.7488 -1.2980 2.6384
C: -2.6399 -0.5785 2.2240
C: -1.4720 -0.6260 2.9740
C: -1.3966 -1.3858 4.1350
C: -2.5042 -2.1122 4.5350
N: -0.3597 0.1397 2.5016
N: 0.4747 0.5212 3.3456
C: 1.4400 1.3634 2.7797
C: 2.4567 1.8626 3.5829
C: 3.3969 2.7141 3.0280
C: 3.3062 3.0502 1.6865
C: 2.2826 2.5430 0.8804
C: 1.3310 1.7011 1.4156
H: -4.5418 -2.6379 4.1107
H: -4.6654 -1.2538 2.0663
H: -2.6822 0.0456 1.3355
H: -0.4754 -1.4048 4.7002
H: -2.4534 -2.7128 5.4327
H: 2.4930 1.5736 4.6249
H: 4.1937 3.1160 3.6374
H: 4.0350 3.7220 1.2519
H: 2.2479 2.8429 -0.1537
N: 3.1045 -2.9772 -2.3812
C: 2.1048 -3.8828 -2.1960
O: 2.1289 -4.9940 -2.6752
C: 0.9538 -3.4605 -1.3209
C: 0.0751 -4.4450 -0.8835
C: -0.9837 -4.0796 -0.0763
C: -1.1450 -2.7420 0.2515
N: -0.3298 -1.7792 -0.1869
C: 0.7019 -2.1510 -0.9499
H: 3.9137 -3.3040 -2.8836
H: 3.2236 -2.1882 -1.7736
H: 0.2492 -5.4690 -1.1858
H: -1.6839 -4.8132 0.2971
H: -1.9683 -2.4324 0.8791
H: 1.3496 -1.3487 -1.2803
C: 1.0345 1.4334 -2.3228
C: 0.5621 1.8584 -3.7370
N: -0.7418 2.5042 -3.6624
C: -1.7367 1.5177 -3.2639
C: -1.2619 0.7789 -1.9871
N: -0.1106 1.5148 -1.3791
C: -0.4980 2.9499 -1.2521
C: -0.6942 3.5613 -2.6597
H: 1.8182 2.0918 -1.9622
H: 1.4247 0.4185 -2.3196
H: 0.4767 0.9925 -4.3949
H: 1.2809 2.5445 -4.1848
H: -1.8843 0.8049 -4.0754
H: -2.6841 2.0295 -3.0943
H: -0.9268 -0.2328 -2.2046
H: -2.0632 0.7181 -1.2436
H: 0.2818 3.4592 -0.6873
H: -1.4126 2.9872 -0.6594
H: 0.1232 4.2379 -2.9114
H: -1.6201 4.1348 -2.7006

Calculated values
**Kohn-Sham gap**: 7.7 eV
**Total charge**: +1
**E_tot**: -39787.7441 eV
**ΔE to the lowest compared entry with this formula, charge and spin**: 58.6 kJ/mol
**Max |F|**: 0.6 eV Å⁻¹
**E_HOMO**: -11.51 eV


(2)
ORCA calculation (wB97M-V/def2-TZVPD) on C24H27N7O3 in the gas phase in a non-equilibrium geometry.

Element x y z (Å)
C: 3.4426 1.6097 -2.1789
C: 2.0267 1.8750 -2.6635
O: 1.1412 1.0226 -1.9644
C: -0.2018 1.1115 -2.3784
C: -0.9030 2.4009 -1.9105
C: -2.3658 2.1605 -1.5368
N: -2.4894 1.4297 -0.2945
C: -3.3174 1.8113 0.6999
O: -4.0328 2.7930 0.6376
C: -3.2720 0.9064 1.9276
C: -2.3862 1.4901 3.0409
C: -0.9116 1.3567 2.7217
O: -0.1412 0.6149 3.2860
N: -0.5154 2.1833 1.7134
N: 0.7650 2.1493 1.1668
C: 1.4474 0.9649 1.0311
N: 2.7310 1.0218 1.1602
C: 3.4996 -0.0873 0.9759
C: 4.8919 0.0135 1.0993
C: 5.6758 -1.1034 0.9411
C: 5.1057 -2.3475 0.6578
C: 3.7434 -2.4735 0.5307
C: 2.9317 -1.3464 0.6856
C: 1.5203 -1.3682 0.5537
N: 0.6923 -2.3508 0.2814
C: -0.5224 -1.7646 0.2400
C: -1.7167 -2.5506 -0.0250
C: -2.9109 -1.9935 -0.4767
C: -4.0117 -2.8008 -0.6980
C: -3.9365 -4.1659 -0.4775
C: -2.7472 -4.7280 -0.0411
C: -1.6438 -3.9286 0.1819
N: -0.4914 -0.4575 0.4787
N: 0.8088 -0.1968 0.6923
H: 4.1441 2.2264 -2.7335
H: 3.6941 0.5623 -2.3240
H: 3.5223 1.8383 -1.1200
H: 1.7601 2.9275 -2.4899
H: 1.9471 1.6762 -3.7441
H: -0.6857 0.2373 -1.9364
H: -0.2668 1.0183 -3.4726
H: -0.3607 2.7823 -1.0430
H: -0.8604 3.1580 -2.6947
H: -2.8615 1.6058 -2.3434
H: -2.8935 3.1097 -1.4036
H: -1.8069 0.6922 -0.1057
H: -2.9197 -0.0901 1.6621
H: -4.2917 0.8340 2.3091
H: -2.5676 0.9471 3.9690
H: -2.6384 2.5419 3.1914
H: -1.1943 2.7249 1.1962
H: 1.3944 2.8603 1.5374
H: 5.3205 0.9777 1.3216
H: 6.7486 -1.0229 1.0378
H: 5.7425 -3.2111 0.5391
H: 3.2762 -3.4204 0.3100
H: -2.9818 -0.9358 -0.6715
H: -4.9336 -2.3592 -1.0471
H: -4.8007 -4.7901 -0.6499
H: -2.6821 -5.7930 0.1260
H: -0.7104 -4.3494 0.5209

Calculated values
**Kohn-Sham gap**: 8.7 eV
**E_tot**: -41900.7048 eV
**ΔE to the lowest compared entry with this formula, charge and spin**: 30.9 kJ/mol
**Max |F|**: 1.2 eV Å⁻¹
**E_HOMO**: -8.46 eV


(3)
ORCA calculation (wB97M-V/def2-TZVPD) on a molecular structure, C24H27NOSiTi in a non-equilibrium geometry.

Element x y z (Å)
C: 0.9164 1.8155 1.5988
C: -0.1258 2.3445 0.7734
C: -1.3776 2.1676 1.4424
H: 0.0100 2.8316 -0.1862
C: -1.1049 1.5677 2.7180
C: 0.3241 1.3639 2.8203
H: 0.8795 1.1191 3.7248
H: 1.9876 1.8950 1.3876
H: -2.3493 2.4689 1.0551
H: -1.8262 1.4778 3.5356
Ti: -0.4073 -0.0279 1.2230
C: -0.8848 -1.8428 -0.7699
H: -1.8567 -1.7345 -0.2616
H: -0.1392 -2.3537 -0.1305
H: -1.0455 -2.4756 -1.6523
Si: -0.1625 -0.1301 -1.6884
C: 1.4862 -0.4803 -2.4807
C: 2.4165 0.5648 -2.6938
H: 2.1057 1.6035 -2.5226
C: 3.7327 0.2928 -3.0830
H: 4.4187 1.1218 -3.2681
C: 4.1566 -1.0279 -3.2643
H: 5.1563 -1.2278 -3.6545
C: 3.2462 -2.0675 -3.0202
H: 3.5701 -3.0962 -3.1784
C: 1.9292 -1.7965 -2.6285
H: 1.2224 -2.6182 -2.4345
C: -1.3966 0.9421 -2.5996
C: -0.9448 1.6272 -3.7366
H: -0.0093 1.3246 -4.2165
C: -1.6534 2.7239 -4.2354
H: -1.2758 3.2366 -5.1207
C: -2.8099 3.1810 -3.5919
H: -3.3149 4.0804 -3.9470
C: -3.2878 2.4890 -2.4697
H: -4.1595 2.8653 -1.9280
C: -2.6413 1.3242 -2.0391
H: -3.0825 0.7503 -1.2202
H: -1.3224 0.4116 -0.0958
H: 0.5024 0.9771 -0.9708
O: 1.3706 -0.9626 1.3615
C: 1.5715 -1.9364 2.4138
C: 0.3285 -1.9668 3.2598
C: 0.2859 -2.5527 4.5157
C: -0.8924 -2.4409 5.2492
C: -1.9792 -1.7396 4.7273
C: -1.8884 -1.2175 3.4379
N: -0.7417 -1.3216 2.7249
H: 2.2026 -0.7318 0.8950
H: 1.7646 -2.9097 1.9307
H: 2.4659 -1.6600 2.9836
H: 1.1945 -3.0708 4.8496
H: -0.9555 -2.9023 6.2299
H: -2.9079 -1.5888 5.2868
H: -2.7013 -0.6874 2.9441

Calculated values
**Kohn-Sham gap (spin up / spin down)**: 6.9 / 7.7 eV
**2S+1**: 2
**Expectation value of S²**: 0.755
**Total charge**: +1
**E_tot**: -59849.1019 eV
**ΔE to the lowest compared entry with this formula, charge and spin**: 102.5 kJ/mol
**Max |F|**: 4.1 eV Å⁻¹
**E_HOMO (spin up / spin down)**: -10.44 / -11.11 eV


What is the ΔE to the lowest compared entry with this formula, charge and spin in the first record?
58.6 kJ/mol


Which formula does entry 3 have?
C24H27NOSiTi


What is the max |F| in the second record?
1.2 eV Å⁻¹


Which value of max |F| does entry 3 give?
4.1 eV Å⁻¹